[1]
The following is a quantum chemistry calculation of an isolated molecule of C27H34Cl2F4O3 in a non-equilibrium geometry, from the Open Molecules 2025 dataset.

Results
**E_HOMO**: -9.777 eV
**Kohn-Sham gap**: 8.42 eV
**Calculated total energy**: -2594.6566 a.u.
**Structure (SMILES)**: COCCCCCCCCCCCC1=CC(=O)c2c(cc(Cl)c(C(F)(F)C(F)F)c2C[C@@H](C)Cl)C1=O

Last column: Löwdin charge in e.
Positions of all 70 atoms, in Å:
C (8.7015, 2.0594, 1.5078)  -0.13
O (8.3867, 1.0976, 0.4946)  -0.22
C (7.0706, 0.5650, 0.7027)  -0.25
C (6.6768, -0.4687, -0.4152)  -0.17
C (5.1039, -0.5065, -0.7065)  -0.20
C (4.5433, -1.9562, -0.4879)  -0.23
C (2.9968, -2.0917, -0.7724)  -0.21
C (2.4431, -3.5164, -0.2981)  -0.19
C (1.2177, -3.3358, 0.6871)  -0.22
C (0.0875, -4.4070, 0.4822)  -0.21
C (-1.0939, -4.3510, 1.5339)  -0.21
C (-1.3211, -2.9474, 2.2288)  -0.18
C (-2.9061, -2.7458, 2.3816)  -0.14
C (-3.4791, -1.7739, 1.2933)  -0.11
C (-4.5293, -0.9765, 1.6382)  0.06
C (-5.1042, -0.0175, 0.5390)  -0.30
O (-6.3069, 0.0709, 0.4571)  0.10
C (-4.0517, 0.6488, -0.3681)  0.00
C (-2.9110, -0.2185, -0.7371)  -0.03
C (-1.8865, 0.2809, -1.6201)  -0.02
C (-1.9844, 1.6470, -2.1139)  -0.46
Cl (-0.6549, 2.1168, -3.2309)  0.72
C (-3.0733, 2.5719, -1.7398)  -0.05
C (-2.9952, 3.9992, -2.3187)  -0.38
F (-3.9229, 4.9023, -1.8587)  0.05
F (-1.7528, 4.5985, -2.0872)  0.05
C (-3.1661, 3.9900, -3.9201)  -0.25
F (-3.5709, 2.7670, -4.4082)  0.05
F (-2.0250, 4.4699, -4.5505)  0.02
C (-4.1054, 2.0236, -0.8640)  -0.07
C (-5.3237, 2.8859, -0.4297)  -0.15
C (-5.0134, 3.9469, 0.7226)  -0.67
C (-3.5055, 4.0768, 1.1192)  -0.12
Cl (-5.8097, 5.5691, 0.3963)  0.56
C (-2.8568, -1.6703, -0.1409)  -0.26
O (-2.3773, -2.6010, -0.7315)  0.13
H (9.8099, 2.1264, 1.6760)  0.09
H (8.2756, 3.0631, 1.2203)  0.09
H (8.2667, 1.7145, 2.4923)  0.09
H (7.0486, 0.0276, 1.6916)  0.13
H (6.3000, 1.3826, 0.7151)  0.12
H (7.2640, -0.2490, -1.3489)  0.12
H (7.0151, -1.4837, -0.0713)  0.11
H (4.9965, -0.1449, -1.7667)  0.11
H (4.6324, 0.2398, -0.0168)  0.10
H (4.7104, -2.2415, 0.5841)  0.12
H (5.1142, -2.6428, -1.1635)  0.12
H (2.4485, -1.2519, -0.2539)  0.10
H (2.7793, -1.9399, -1.8692)  0.11
H (2.1483, -4.0569, -1.2381)  0.11
H (3.2873, -4.0780, 0.1929)  0.11
H (1.5156, -3.2666, 1.7634)  0.12
H (0.7606, -2.3384, 0.4175)  0.09
H (-0.3315, -4.4236, -0.5612)  0.11
H (0.5794, -5.4175, 0.6105)  0.11
H (-0.9970, -5.1335, 2.3336)  0.11
H (-2.0319, -4.6116, 0.9662)  0.10
H (-0.9561, -2.0726, 1.6422)  0.09
H (-0.8582, -2.9745, 3.2526)  0.11
H (-3.1065, -2.2865, 3.3911)  0.11
H (-3.4083, -3.7434, 2.3704)  0.12
H (-4.9694, -1.0420, 2.6555)  0.13
H (-1.0281, -0.3709, -1.9063)  0.12
H (-3.9708, 4.7286, -4.1893)  0.17
H (-6.2166, 2.3101, -0.0990)  0.11
H (-5.6548, 3.4537, -1.3451)  0.11
H (-5.5424, 3.5614, 1.6377)  0.10
H (-3.1194, 3.1816, 1.6834)  0.09
H (-3.4452, 4.9258, 1.8609)  0.08
H (-2.8172, 4.3512, 0.2872)  0.06

Cartesian forces (eV/Å) of the 3 atoms listed first:
-0.15 -0.05 0.51
-0.41 0.00 0.54
-0.37 -0.50 -0.34


[2]
The following is a quantum chemistry calculation of a structure of composition C30H20F3NPReSSe2, from the Open Molecules 2025 dataset.

Results
**E_HOMO (spin up / spin down)**: -10.086 / -11.186 eV
**Kohn-Sham gap (spin up / spin down)**: 7.05 / 6.77 eV
**Energy above the lowest of the compared OMol25 structures with the same formula, charge and spin**: 53.0 kJ/mol
**Calculated total energy**: -7130.0368 a.u.
**Charge**: +1
**Expectation value of S²**: 3.910
**Multiplicity**: 4

Last column: Löwdin spin population.
Positions of all 59 atoms, in Å:
Re (-1.2003, 0.2561, -1.3089)  2.24
S (-0.4824, -4.9473, -0.7018)  0.02
C (-2.1695, -4.9182, -1.0299)  0.15
C (-2.6182, -3.7266, -1.4923)  -0.01
C (-1.5806, -2.7596, -1.5738)  0.12
C (-0.2853, -3.2831, -1.2373)  -0.03
C (1.4194, -1.4841, -2.0033)  0.03
C (2.6529, -1.5858, -2.6649)  0.03
C (3.1806, -0.5331, -3.3783)  0.01
C (2.4877, 0.6672, -3.4139)  0.03
C (1.3006, 0.7343, -2.7297)  0.03
N (0.7603, -0.2980, -2.0479)  0.05
H (-2.7570, -5.8054, -0.8516)  0.01
H (-3.6501, -3.5126, -1.7248)  0.00
H (3.1867, -2.5219, -2.6244)  0.00
H (4.1230, -0.6481, -3.8965)  0.00
H (2.8556, 1.5330, -3.9438)  0.00
H (0.7400, 1.6616, -2.7011)  0.01
Se (0.0085, 1.8650, 0.3673)  0.06
P (-1.9829, 2.7428, 0.6047)  0.02
Se (-3.2844, 1.5015, -0.6690)  0.07
C (-2.0301, 4.4654, 0.0988)  0.00
C (-0.9070, 5.1269, -0.3815)  0.00
C (-1.0078, 6.4575, -0.7644)  0.00
C (-2.2236, 7.1164, -0.6721)  0.00
C (-3.3483, 6.4528, -0.1938)  0.00
C (-3.2550, 5.1290, 0.1941)  0.00
C (-2.5301, 2.6938, 2.3141)  0.01
C (-3.1956, 1.5781, 2.8150)  0.00
C (-3.5410, 1.5318, 4.1556)  0.00
C (-3.2186, 2.5905, 4.9936)  0.00
C (-2.5503, 3.7010, 4.4956)  0.00
C (-2.2042, 3.7575, 3.1558)  0.00
H (0.0403, 4.6079, -0.4502)  0.00
H (-0.1344, 6.9784, -1.1327)  0.00
H (-2.2992, 8.1529, -0.9726)  0.00
H (-4.2958, 6.9695, -0.1231)  0.00
H (-4.1305, 4.6127, 0.5713)  0.00
H (-3.4490, 0.7559, 2.1578)  0.00
H (-4.0655, 0.6704, 4.5463)  0.00
H (-3.4925, 2.5518, 6.0395)  0.00
H (-2.3024, 4.5257, 5.1499)  0.00
H (-1.6893, 4.6271, 2.7672)  0.00
F (4.9044, -6.2913, 2.1940)  0.00
C (5.3115, -5.7173, 1.0486)  0.00
F (6.3425, -4.9136, 1.3579)  0.00
F (5.7790, -6.6897, 0.2555)  0.00
C (4.1922, -4.9450, 0.4016)  0.00
C (3.5835, -5.4101, -0.7519)  0.00
C (2.5375, -4.6910, -1.3128)  0.01
C (2.0992, -3.5097, -0.7226)  0.03
C (2.7262, -3.0488, 0.4339)  0.01
C (3.7663, -3.7648, 0.9978)  0.00
C (0.9710, -2.7122, -1.2995)  0.25
C (-1.7199, -1.3870, -1.7040)  -0.18
H (3.9262, -6.3246, -1.2151)  0.00
H (2.0660, -5.0484, -2.2199)  0.00
H (2.3900, -2.1282, 0.8956)  0.00
H (4.2496, -3.4090, 1.8981)  0.00

Cartesian forces (eV/Å) of the 3 atoms listed first:
0.00 -0.01 0.00
0.00 0.02 -0.01
0.01 -0.02 0.01


[3]
The following is a quantum chemistry calculation of a cluster of 16 separate species, C38H106NO16 in total in a non-equilibrium geometry, from the Open Molecules 2025 dataset.

Results
**E_HOMO**: -1.748 eV
**Kohn-Sham gap**: 3.51 eV
**Calculated total energy**: -2769.7380 a.u.
**Charge**: -1

Last column: Löwdin charge in e.
Positions of all 161 atoms, in Å:
C (0.0184, 1.0349, -2.9344)  -0.05
C (-0.2826, -0.0478, -1.9040)  -0.51
C (1.0784, -0.6252, -1.4852)  -0.20
C (1.9036, 0.1851, -0.5515)  -0.19
C (1.0152, 0.4909, 0.7167)  -0.16
C (-0.3246, 1.1729, 0.4202)  -0.49
N (-1.0140, 0.3899, -0.6606)  -0.19
O (-2.4393, 0.6481, -0.8146)  -0.38
C (-0.0545, 2.6576, 0.0748)  -0.06
C (-1.0322, 1.1324, 1.8333)  -0.06
C (-1.0116, -1.1677, -2.6221)  -0.08
H (0.3601, 1.9626, -2.4753)  0.05
H (-0.8631, 1.3363, -3.5003)  0.07
H (0.8222, 0.7526, -3.6144)  0.07
H (1.7177, -0.7378, -2.3608)  0.10
H (0.9101, -1.5925, -1.0118)  0.11
H (2.1614, 1.1434, -1.0024)  0.09
H (2.8236, -0.3797, -0.4007)  0.10
H (1.6506, 0.9544, 1.4713)  0.10
H (0.7785, -0.5115, 1.0735)  0.10
H (0.6937, 2.8397, -0.6967)  0.05
H (0.1396, 3.2257, 0.9846)  0.06
H (-0.9330, 3.1023, -0.3928)  0.07
H (-0.3699, 1.5197, 2.6076)  0.06
H (-1.2797, 0.1087, 2.1141)  0.07
H (-1.9385, 1.7379, 1.8506)  0.06
H (-0.5255, -1.5714, -3.5102)  0.07
H (-2.0146, -0.8748, -2.9325)  0.07
H (-1.1924, -2.0819, -2.0567)  0.07
C (-4.7653, 5.3771, -8.7325)  -0.10
C (-4.6588, 3.9799, -9.2035)  -0.34
O (-4.2968, 3.8621, -10.5858)  -0.09
H (-3.8056, 5.8676, -8.5697)  0.07
H (-5.2979, 5.4062, -7.7819)  0.08
H (-5.3051, 5.9757, -9.4662)  0.08
H (-5.5647, 3.3913, -9.0584)  0.11
H (-3.9434, 3.4036, -8.6167)  0.11
H (-3.5539, 4.4431, -10.7650)  0.07
C (6.0161, 6.3893, 0.7432)  -0.09
C (7.1824, 6.2432, 1.7139)  -0.33
O (7.1063, 7.3262, 2.6320)  -0.09
H (6.0314, 7.4023, 0.3413)  0.07
H (5.0544, 6.1611, 1.2028)  0.08
H (6.1024, 5.7011, -0.0977)  0.07
H (8.1312, 6.2064, 1.1786)  0.11
H (7.0527, 5.3459, 2.3190)  0.10
H (7.9291, 7.4317, 3.1152)  0.08
C (6.1352, -5.6109, 0.4556)  -0.08
C (7.0633, -6.3130, 1.5171)  -0.30
O (7.8545, -7.2901, 0.8309)  -0.10
H (6.6797, -5.1916, -0.3904)  0.06
H (5.5582, -4.8453, 0.9743)  0.07
H (5.5132, -6.3413, -0.0620)  0.07
H (6.3543, -6.8363, 2.1587)  0.10
H (7.6562, -5.6222, 2.1166)  0.10
H (8.3579, -7.7865, 1.4803)  0.07
C (-4.8571, 7.3575, -1.4007)  -0.09
C (-5.1761, 5.9576, -1.9429)  -0.33
O (-5.7010, 5.1194, -0.9298)  -0.08
H (-4.4562, 8.0228, -2.1654)  0.06
H (-4.1378, 7.3224, -0.5825)  0.07
H (-5.8069, 7.7586, -1.0471)  0.07
H (-4.2163, 5.6080, -2.3232)  0.11
H (-5.9039, 5.9345, -2.7539)  0.10
H (-5.1044, 4.3724, -0.8420)  0.09
C (1.8668, 7.1044, 6.9294)  -0.08
C (2.4308, 7.2981, 8.3360)  -0.34
O (3.0341, 8.5584, 8.5589)  -0.08
H (0.9346, 7.6653, 6.8616)  0.07
H (1.5287, 6.0684, 6.9080)  0.07
H (2.5210, 7.3280, 6.0868)  0.08
H (3.1596, 6.5129, 8.5373)  0.10
H (1.6426, 7.1573, 9.0756)  0.11
H (3.1581, 8.6577, 9.5057)  0.08
C (-1.3071, -9.1185, -2.8333)  -0.09
C (-2.7525, -9.2774, -3.3561)  -0.32
O (-3.5165, -10.0620, -2.4744)  -0.07
H (-0.7221, -10.0284, -2.6991)  0.06
H (-1.2459, -8.7630, -1.8047)  0.07
H (-0.6610, -8.5596, -3.5104)  0.07
H (-2.7049, -9.6679, -4.3727)  0.10
H (-3.2265, -8.3071, -3.5038)  0.11
H (-3.5995, -10.9605, -2.8022)  0.08
C (1.7402, 7.4595, -5.2206)  -0.10
C (0.3147, 8.0309, -5.1954)  -0.34
O (0.2219, 8.7745, -6.3624)  -0.08
H (2.4947, 8.2214, -5.4165)  0.07
H (1.9060, 6.6062, -5.8783)  0.07
H (1.8821, 7.1231, -4.1936)  0.07
H (0.2718, 8.7175, -4.3499)  0.11
H (-0.3710, 7.1955, -5.0542)  0.11
H (0.2741, 8.1415, -7.0823)  0.08
O (-7.3764, -0.0030, 2.3932)  -0.06
H (-7.8659, 0.8001, 2.5713)  0.02
H (-6.5402, 0.2992, 2.0389)  0.03
O (-3.6736, -3.4308, 2.0138)  -0.06
H (-3.2590, -2.6582, 1.6298)  0.03
H (-2.9608, -4.0621, 2.1114)  0.02
O (-6.2257, -2.7508, -2.1670)  -0.05
H (-5.6763, -1.9711, -2.2472)  0.03
H (-6.2735, -3.1032, -3.0557)  0.02
C (0.9967, -5.8091, 5.4466)  -0.06
C (0.1500, -6.9942, 4.9913)  -0.50
C (-0.7334, -7.5781, 6.1030)  -0.06
O (-0.6623, -6.6025, 3.9037)  -0.04
H (1.5571, -5.9962, 6.3626)  0.08
H (0.3856, -4.9118, 5.5446)  0.08
H (1.6985, -5.5014, 4.6715)  0.07
H (0.8950, -7.7323, 4.6941)  0.13
H (-1.6280, -7.0112, 6.3609)  0.08
H (-0.2033, -7.6192, 7.0546)  0.07
H (-1.0445, -8.5895, 5.8419)  0.07
H (-1.2576, -7.3365, 3.7345)  0.09
C (-7.4243, -1.9320, -7.8787)  -0.05
C (-6.7969, -3.3340, -7.8866)  -0.51
C (-5.3436, -3.3589, -8.2975)  -0.07
O (-6.8105, -3.9126, -6.6042)  -0.05
H (-6.9267, -1.1732, -7.2747)  0.08
H (-8.4514, -1.9930, -7.5191)  0.07
H (-7.4399, -1.6283, -8.9254)  0.08
H (-7.2716, -4.0681, -8.5376)  0.13
H (-4.7799, -2.5631, -7.8107)  0.08
H (-5.0860, -3.3278, -9.3562)  0.08
H (-4.9234, -4.3073, -7.9627)  0.08
H (-7.6887, -4.2889, -6.5108)  0.09
C (7.4805, -1.7578, -5.1849)  -0.08
C (6.5278, -1.0860, -6.0910)  -0.50
C (6.1738, 0.3486, -5.7398)  -0.05
O (6.9293, -1.2090, -7.4842)  -0.06
H (7.3643, -1.5865, -4.1147)  0.09
H (8.4723, -1.4094, -5.4728)  0.09
H (7.4414, -2.8394, -5.3145)  0.08
H (5.6248, -1.6906, -6.0056)  0.13
H (5.7152, 0.4010, -4.7523)  0.08
H (5.4931, 0.8238, -6.4461)  0.08
H (7.0523, 0.9802, -5.6074)  0.08
H (7.3796, -2.0404, -7.6504)  0.07
C (5.8441, 0.6504, 8.3705)  -0.09
C (5.2315, -0.6627, 8.0181)  -0.47
C (5.7958, -1.2080, 6.6706)  -0.05
O (5.6332, -1.5927, 9.0419)  -0.07
H (5.4967, 1.1014, 9.3001)  0.08
H (5.7045, 1.3751, 7.5684)  0.08
H (6.9238, 0.5562, 8.4867)  0.08
H (4.1454, -0.5702, 8.0103)  0.13
H (6.8799, -1.1759, 6.5619)  0.07
H (5.4310, -0.6490, 5.8089)  0.08
H (5.5747, -2.2751, 6.6481)  0.07
H (5.3908, -1.3045, 9.9249)  0.08
C (-5.3170, -0.3103, 8.9427)  -0.06
C (-5.9464, -1.4537, 8.1414)  -0.48
C (-5.0207, -2.6767, 7.8894)  -0.05
O (-7.0319, -1.9509, 8.8833)  -0.07
H (-6.1329, 0.2913, 9.3434)  0.07
H (-4.7247, 0.3536, 8.3129)  0.07
H (-4.6951, -0.6292, 9.7790)  0.07
H (-6.3864, -1.0815, 7.2162)  0.14
H (-4.1476, -2.4779, 7.2680)  0.08
H (-5.5233, -3.5131, 7.4036)  0.08
H (-4.6311, -2.9385, 8.8732)  0.07
H (-6.8087, -2.5548, 9.5953)  0.08

Cartesian forces (eV/Å) of the 3 atoms listed first:
-0.26 1.26 -0.16
0.42 0.35 1.26
-0.04 -0.34 -0.38